{
  "formula": "C17H58N4O12",
  "method": "ωB97M-V/def2-TZVPD",
  "symbols": ["N", "C", "N", "O", "H", "H", "H", "H", "N", "C", "N", "O", "H", "H", "H", "H", "C", "C", "C", "O", "H", "H", "H", "H", "H", "H", "H", "H", "C", "C", "C", "O", "H", "H", "H", "H", "H", "H", "H", "H", "C", "C", "C", "O", "H", "H", "H", "H", "H", "H", "H", "H", "C", "C", "C", "O", "H", "H", "H", "H", "H", "H", "H", "H", "C", "C", "C", "O", "H", "H", "H", "H", "H", "H", "H", "H", "O", "H", "H", "O", "H", "H", "O", "H", "H", "O", "H", "H", "O", "H", "H"],
  "coordinates": [[-1.463916, -2.435210, -6.214965], [-0.621239, -2.933591, -5.288260], [0.663464, -2.495761, -5.361120], [-0.942766, -3.778888, -4.474516], [-1.188492, -1.783841, -6.937136], [-2.442718, -2.791682, -6.095545], [1.340051, -2.984179, -4.799678], [0.987297, -1.887016, -6.118783], [2.108450, 4.228467, -5.866443], [1.945442, 2.954540, -5.472104], [1.448806, 2.787573, -4.201490], [2.192844, 2.078229, -6.274526], [1.830398, 4.872169, -5.199920], [2.033621, 4.329569, -6.871330], [0.897421, 3.439960, -3.649504], [1.467619, 1.875335, -3.799841], [-1.731576, 1.613273, 6.474016], [-0.441942, 0.981252, 5.987782], [0.471829, 1.891189, 5.148291], [0.306851, 0.388550, 7.042392], [-2.386331, 0.991229, 7.122324], [-2.311440, 1.562105, 5.494424], [-1.789193, 2.672774, 6.783312], [-0.727361, 0.233340, 5.281962], [1.324077, 1.405478, 4.746394], [0.742152, 2.854922, 5.656466], [-0.201357, 2.218665, 4.288758], [0.285369, 0.995431, 7.802449], [-2.078557, 4.965581, 0.152470], [-1.043419, 5.940160, 0.605837], [-0.980069, 5.935060, 2.155145], [0.200552, 5.427151, 0.034341], [-3.065192, 5.251194, 0.650893], [-1.775133, 3.953049, 0.432013], [-2.191406, 4.967191, -0.961606], [-1.159108, 6.954632, 0.342418], [-1.171395, 4.921887, 2.526336], [-1.759203, 6.584852, 2.589681], [-0.032807, 6.271024, 2.475012], [0.863392, 6.069761, 0.137679], [0.056148, 1.703583, -1.077576], [-0.412931, 0.381995, -1.604784], [-1.856721, 0.323087, -2.147843], [0.412815, -0.017467, -2.666534], [-0.302623, 1.914572, -0.050586], [-0.127184, 2.649659, -1.659495], [1.170183, 1.591192, -0.934500], [-0.262558, -0.376331, -0.837758], [-2.016560, -0.599937, -2.645402], [-2.037366, 1.062930, -2.938088], [-2.625458, 0.472590, -1.424235], [0.514010, -0.992813, -2.626220], [-3.799939, -2.207751, 4.333780], [-2.815515, -3.152595, 3.745140], [-1.365178, -2.539379, 3.898849], [-2.907582, -4.438468, 4.274118], [-3.692380, -1.218719, 3.874275], [-3.603371, -2.137075, 5.411647], [-4.887124, -2.598403, 4.093459], [-3.153720, -3.241858, 2.681085], [-1.295424, -1.699511, 3.200811], [-0.609035, -3.210504, 3.687745], [-1.065692, -2.147503, 4.908682], [-2.479314, -4.485377, 5.137212], [2.303966, -3.529655, 2.699043], [2.322061, -3.391153, 1.170699], [2.338520, -4.773530, 0.409564], [1.103649, -2.695282, 0.845776], [3.283288, -3.797761, 2.998184], [1.610524, -4.369548, 2.863438], [2.048374, -2.561796, 3.213233], [3.170649, -2.806594, 0.754580], [1.446543, -5.307124, 0.774009], [3.291481, -5.284625, 0.542823], [2.246140, -4.619811, -0.695242], [0.982678, -2.745293, -0.140541], [3.039565, -3.335821, -2.862431], [3.397968, -2.520235, -3.291715], [3.301016, -4.040522, -3.497647], [0.524290, -0.010919, 1.853201], [1.297427, 0.096680, 2.474228], [0.544397, -0.927676, 1.564746], [0.495316, -2.741343, -2.112677], [-0.281100, -3.139120, -2.578491], [1.344649, -3.134797, -2.493343], [2.979649, -0.556469, -3.368917], [2.201699, -0.210310, -2.813555], [3.026807, -0.022807, -4.165616], [0.519846, 0.014786, -6.614646], [-0.087714, 0.015917, -5.858066], [1.105817, 0.833462, -6.648049]],
  "forces_ev_per_angstrom": [[-2.26, -0.39, 0.14], [1.56, -0.10, -0.65], [0.50, 0.38, -0.56], [-0.81, -0.48, 1.04], [-0.14, -0.16, 0.21], [1.58, 0.84, -0.57], [-0.13, 0.11, -0.02], [-0.24, -0.19, 0.64], [0.43, -0.74, -0.94], [-0.99, 0.60, 0.58], [0.21, -0.16, 0.07], [0.44, -1.57, -0.14], [-0.54, 2.03, 0.66], [0.09, 0.56, 0.46], [0.52, 0.08, -0.68], [-0.14, -0.66, 0.02], [-2.10, -0.02, -2.15], [1.33, 0.97, 0.82], [-2.71, 2.22, -0.26], [0.02, -0.11, 0.53], [0.96, 0.20, -0.06], [0.15, 0.59, 1.10], [0.62, -0.52, 0.08], [-0.11, -1.18, -0.03], [0.76, -0.57, -0.13], [0.00, -0.97, -0.17], [1.04, -0.31, 0.66], [0.04, -0.33, -0.46], [-1.79, 0.58, -0.71], [1.51, -1.73, 1.43], [-1.36, -0.51, -0.68], [-1.84, -0.84, 0.03], [1.11, -0.64, -0.79], [-0.12, 0.18, 0.18], [-0.07, 0.11, 0.90], [-0.49, 1.14, -0.96], [0.26, 0.13, 0.02], [0.27, -0.15, -0.26], [1.12, 0.40, 0.53], [1.39, 1.29, 0.27], [1.37, 1.18, 1.03], [-1.41, -0.25, -0.23], [0.65, 1.04, -0.20], [1.26, -0.08, -1.07], [-0.07, -0.29, -0.57], [-0.05, -1.15, 0.12], [-0.97, 0.33, -0.19], [-0.34, 0.14, 0.45], [-0.12, -1.17, -0.20], [0.37, 0.21, 0.19], [-0.46, 0.04, 0.81], [-0.36, -0.02, -0.05], [-2.41, -0.22, 0.10], [1.35, 0.95, -0.77], [-1.89, 1.34, 0.34], [-0.10, -0.98, 0.35], [-0.06, -0.11, 0.15], [-0.46, 0.14, -0.10], [2.02, 0.84, 0.82], [1.02, -0.15, 0.54], [0.19, -0.03, 0.11], [1.40, -1.65, -0.90], [-0.99, -0.29, -0.52], [-0.06, 0.18, -0.11], [-0.53, 0.48, -1.19], [-0.17, -0.10, -1.07], [-0.50, 1.36, 0.03], [0.04, -0.21, -1.23], [0.99, -0.49, 0.61], [0.08, 0.59, 0.64], [-0.10, -1.10, -0.56], [-0.23, -0.09, 0.62], [0.55, -0.31, -0.21], [-0.19, -0.25, 0.37], [-0.07, 0.08, 0.93], [-0.10, 0.09, 1.00], [0.81, -0.33, -1.51], [-0.56, -0.11, 0.67], [-0.27, 0.45, 0.82], [1.01, 0.85, 1.20], [-1.30, -0.32, -1.11], [0.34, -0.58, -0.11], [0.35, -0.50, -0.44], [0.95, 0.08, 0.11], [-1.26, 0.50, 0.41], [-0.72, 0.25, 1.07], [1.20, -0.45, -1.27], [-0.18, 0.13, -0.08], [0.13, 0.30, -0.51], [0.61, 0.56, -0.13], [-0.89, -0.98, 0.69]],
  "orbital_gap_ev": 10.0722,
  "de_lowest_kcal_mol": 0.00,
  "smiles": "NC(N)=O.NC(N)=O.CC(C)O.CC(C)O.CC(C)O.CC(C)O.CC(C)O.O.O.O.O.O",
  "homo_ev": -9.769,
  "e_lumo_ha": 0.011
}